(1)
The following is a quantum chemistry calculation of a gas-phase ion, C14H18BFO7PS2 (charge -1) in a non-equilibrium geometry, from the OMol25 dataset.

Calculated values
Total charge   -1
Spin multiplicity   1

XYZ file:
```
44
Properties=species:S:1:pos:R:3:nbo_charge:R:1
C 2.95 2.82 2.71 -0.3233
C 2.47 3.12 1.64 0.0359
C 1.71 3.41 0.36 -0.4745
C 1.24 2.02 -0.21 -0.3484
C 0.12 2.24 -1.26 -0.7337
B -0.93 1.00 -1.42 0.6505
S -1.33 1.04 -3.34 2.1557
O -0.18 0.61 -4.08 -0.9449
O -2.57 0.40 -3.71 -0.9536
F -1.52 2.64 -3.74 -0.5441
O -2.07 1.12 -0.51 -0.7302
C -1.83 0.16 0.51 -0.3104
P -3.15 -0.06 1.80 2.3069
O -2.43 -0.07 3.11 -1.1580
O -3.99 -1.44 1.71 -0.9665
O -4.15 1.23 1.85 -0.9714
C -1.38 -1.05 -0.39 0.2118
S -2.85 -1.76 -1.28 -0.0910
C -0.82 -2.33 0.33 -0.4658
C 0.70 -2.48 0.21 0.0011
C 1.49 -1.47 0.77 -0.1986
C 2.88 -1.46 0.69 -0.1991
C 3.49 -2.54 0.03 -0.2524
C 2.72 -3.56 -0.50 -0.1642
C 1.32 -3.56 -0.43 -0.2231
O -0.45 -0.37 -1.20 -0.7283
H 3.40 2.47 3.62 0.2331
H 2.38 3.92 -0.36 0.2253
H 0.85 4.03 0.65 0.2260
H 0.94 1.43 0.68 0.1873
H 2.14 1.54 -0.63 0.2089
H 0.63 2.36 -2.24 0.2233
H -0.44 3.18 -1.08 0.2164
H -0.99 0.57 1.11 0.2240
H -3.47 -2.06 2.25 0.5150
H -3.71 1.85 2.45 0.5150
H -3.53 -0.63 -1.61 0.1651
H -1.34 -3.24 -0.02 0.2251
H -1.07 -2.22 1.40 0.2183
H 0.99 -0.64 1.28 0.2105
H 3.45 -0.63 1.12 0.2168
H 4.59 -2.54 -0.02 0.2044
H 3.20 -4.41 -1.00 0.1949
H 0.70 -4.36 -0.84 0.2101
```



(2)
The following is a quantum chemistry calculation of a gas-phase ion, C6H6NO6S (charge -1) in a non-equilibrium geometry, from the OMol25 dataset.

Calculated values
Total charge   -1
SMILES   O=[N+]([O-])[C@]1(S(=O)(=O)[O-])C=CC=C[C@@H]1O
Spin multiplicity   1

XYZ file:
```
20
Properties=species:S:1:pos:R:3:nbo_charge:R:1
O 2.36 1.28 -1.57 -0.3617
N 1.78 1.38 -0.53 0.5725
O 1.95 2.17 0.36 -0.4121
C 0.44 0.17 -0.25 -0.1957
S 1.48 -1.21 0.54 2.4029
O 2.10 -0.55 1.68 -1.0058
O 0.47 -2.19 0.89 -1.0068
O 2.40 -1.61 -0.50 -1.0000
C -0.13 -0.35 -1.45 -0.2291
C -1.36 -0.89 -1.37 -0.2092
C -2.12 -0.81 -0.15 -0.2209
C -1.70 -0.10 0.90 -0.1368
C -0.42 0.69 0.87 -0.0221
O -0.78 2.07 0.75 -0.7351
H 0.50 -0.43 -2.32 0.2440
H -1.79 -1.42 -2.21 0.2030
H -3.06 -1.34 -0.10 0.1988
H -2.30 0.01 1.79 0.2017
H 0.14 0.54 1.80 0.2283
H 0.03 2.57 0.88 0.4841
```



(3)
The following is a quantum chemistry calculation of 4 unconnected molecules or ions with the total composition CH11N2O3 in a non-equilibrium geometry, from the OMol25 dataset.

Calculated values
Total charge   +1
Spin multiplicity   1

XYZ file:
```
17
Properties=species:S:1:pos:R:3:nbo_charge:R:1
N 0.55 0.06 -0.45 -0.7052
C 1.30 1.18 -0.32 0.3945
N 1.34 1.58 0.95 -0.7293
H 0.12 -0.32 0.37 0.4350
H 0.76 -0.50 -1.27 0.4380
H 1.92 1.72 -1.09 0.2683
H 2.00 2.24 1.33 0.4396
H 0.52 1.30 1.68 0.4555
H 0.82 2.73 5.04 0.4923
H -0.83 2.80 4.79 0.4948
O 0.03 2.32 4.58 -0.9857
H -0.45 -3.26 -4.43 0.4462
H -0.68 -3.24 -5.74 0.4598
O 0.07 -3.53 -5.24 -0.9059
H -2.98 -0.49 0.61 0.4739
H -2.99 -1.60 -0.43 0.4837
O -2.50 -1.28 0.35 -0.9556
```



(4)
The following is a quantum chemistry calculation of 8 unconnected molecules or ions with the total composition C24H54N6O8 in a non-equilibrium geometry, from the OMol25 dataset.

Calculated values
SMILES   CNC(C)=O.CNC(C)=O.CNC(C)=O.CNC(C)=O.CNC(C)=O.CNC(C)=O.CC(C)=O.CC(C)=O
Spin multiplicity   1

XYZ file:
```
92
Properties=species:S:1:pos:R:3:mulliken_charge:R:1
C -2.56 -0.12 -4.83 -0.8810
N -2.68 -1.44 -4.24 -0.1541
C -2.75 -1.62 -2.88 0.4630
C -3.14 -2.93 -2.29 -0.9686
O -2.43 -0.65 -2.20 -0.5202
H -3.21 0.51 -4.27 0.2809
H -2.80 -0.16 -5.89 0.3942
H -1.62 0.40 -4.71 0.2253
H -2.96 -2.23 -4.77 0.2246
H -3.46 -2.64 -1.29 0.1441
H -2.29 -3.59 -2.33 0.2063
H -4.06 -3.29 -2.82 0.4254
C 1.47 1.26 3.45 -1.3474
N 0.82 -0.06 3.24 0.5218
C 1.47 -1.25 3.52 0.7336
C 0.49 -2.46 3.43 -0.6623
O 2.61 -1.34 3.94 -0.6931
H 2.46 1.22 3.13 0.5112
H 1.47 1.56 4.55 0.2657
H 0.92 2.00 2.91 0.4372
H -0.20 -0.08 3.14 0.0872
H -0.20 -2.36 2.61 -0.0839
H -0.06 -2.61 4.38 0.2721
H 1.10 -3.38 3.33 0.2938
C 6.67 -2.81 -2.48 -0.7801
N 6.58 -2.01 -1.25 -0.2146
C 5.41 -1.54 -0.81 0.6677
C 5.34 -0.60 0.40 -0.8961
O 4.46 -1.92 -1.43 -0.6575
H 7.66 -3.14 -2.72 0.3364
H 6.23 -2.27 -3.33 0.2527
H 6.05 -3.61 -2.37 0.2418
H 7.46 -1.63 -0.91 0.2197
H 5.97 -1.04 1.18 0.3840
H 4.29 -0.58 0.68 0.0204
H 5.77 0.40 0.20 0.3541
C -2.22 1.34 4.09 -0.9237
N -2.10 0.13 3.32 0.1937
C -2.93 -0.87 3.72 0.6723
C -3.16 -1.94 2.64 -0.7990
O -3.47 -0.91 4.79 -0.6311
H -3.18 1.88 3.89 0.3402
H -1.42 2.00 3.85 0.1427
H -2.07 1.25 5.15 0.3441
H -2.05 0.38 2.33 -0.2777
H -3.58 -2.83 3.16 0.3032
H -2.17 -2.24 2.23 0.1556
H -3.60 -1.58 1.77 0.2149
C -4.22 1.60 -0.20 -0.9243
N -3.11 1.91 -1.07 0.3539
C -2.69 3.21 -1.21 0.9120
C -1.52 3.41 -2.07 -1.0391
O -3.23 4.14 -0.65 -0.7128
H -4.47 2.37 0.51 0.3540
H -4.00 0.59 0.19 0.0935
H -5.13 1.50 -0.84 0.3097
H -2.49 1.12 -1.39 0.0793
H -1.52 4.46 -2.40 0.3529
H -1.43 2.79 -2.93 0.2718
H -0.64 3.27 -1.49 0.1484
C 1.91 -2.85 -4.04 -0.8916
N 2.27 -3.49 -2.75 -0.0209
C 1.37 -4.20 -2.05 0.6544
C 1.84 -4.59 -0.63 -0.8827
O 0.21 -4.32 -2.39 -0.6720
H 1.63 -3.59 -4.76 0.3172
H 2.80 -2.36 -4.44 0.3323
H 1.11 -2.15 -3.86 0.2047
H 3.16 -3.32 -2.38 0.2302
H 1.65 -3.65 0.02 0.0206
H 2.86 -4.89 -0.60 0.4000
H 1.17 -5.40 -0.37 0.3512
C -1.24 6.95 0.28 -1.1484
C -0.56 5.79 0.97 0.9043
C -1.12 5.33 2.30 -0.6950
O 0.48 5.28 0.60 -0.5781
H -0.60 7.43 -0.51 0.3016
H -1.72 7.60 0.99 0.3928
H -2.08 6.52 -0.22 0.2466
H -0.57 5.91 3.05 0.4044
H -0.94 4.24 2.52 -0.1976
H -2.19 5.50 2.26 0.3634
C -0.26 -0.72 0.02 -0.1700
C -0.02 0.68 0.36 1.0174
C 1.44 1.22 0.30 -0.8592
O -0.88 1.33 0.90 -0.3891
H 0.10 -1.30 0.85 -0.4659
H 0.29 -1.00 -0.90 0.3872
H -1.27 -0.98 -0.20 -0.1142
H 1.99 0.73 1.17 -0.3209
H 1.40 2.29 0.54 0.2253
H 1.86 1.01 -0.67 0.6133
```



What are the gap between HOMO and LUMO values for these records? In order: 0.3129 0.3172 0.3478 0.3446 Ha.